P:
Entry from OMol25: 2 unconnected molecules or ions with the total composition C2H9N2O (ωB97M-V/def2-TZVPD).

Its net charge is +1. The HOMO energy comes out at -13.779 eV. The calculation puts the molecular weight at 77.11 g mol⁻¹.

Last column: Löwdin charge in e.
Cartesian coordinates (Å):
O  -1.3995  -0.8952  -4.8953  -0.057
N  1.9504  0.2551  2.5558  0.200
N  0.4702  0.3301  0.7774  0.030
C  -0.8998  0.1121  0.3027  -0.022
C  0.8280  -0.0806  1.9711  -0.130
H  -2.0802  -0.3591  -5.3221  0.041
H  2.2803  -0.1077  3.4449  0.149
H  -1.2065  -0.4013  -4.0930  0.015
H  1.0978  0.9229  0.2554  0.166
H  0.1465  -0.7794  2.4293  0.171
H  -1.0656  0.5450  -0.6761  0.097
H  -1.6174  0.5600  0.9738  0.098
H  -1.1341  -0.9354  0.1973  0.098
H  2.6299  0.8336  2.0787  0.143



Q:
Entry from OMol25: 2 unconnected molecules or ions with the total composition C2H9N2O (ωB97M-V/def2-TZVPD).

Its net charge is +1. The HOMO energy comes out at -13.548 eV. The calculation puts the molecular weight at 77.11 g mol⁻¹.

Last column: Löwdin charge in e.
Cartesian coordinates (Å):
O  1.2140  -0.6819  -0.0065  -0.040
N  0.9912  1.0723  2.4074  0.000
N  0.1409  -0.6336  -2.2662  0.262
C  -1.5181  -0.2398  -0.5226  0.018
C  -0.1481  -0.4760  -1.0760  -0.133
H  1.0314  -0.8163  -2.7507  0.191
H  1.7213  0.8152  1.6934  0.026
H  -0.6552  -0.6591  -2.9402  0.193
H  0.7463  2.0560  2.3798  0.020
H  1.3052  0.8223  3.3575  0.038
H  -2.1663  0.2990  -1.2119  0.101
H  -1.3916  0.3513  0.4033  0.103
H  0.8142  -0.6809  0.9246  0.070
H  -2.0851  -1.2286  -0.3920  0.150



Which of them is most stable? Easy: P.



P:
Entry from OMol25: a molecular structure, C44H37IrN7O3S (ωB97M-V/def2-TZVPD).

Its net charge is +2. The HOMO energy (spin up / spin down) comes out at -11.640 / -11.640 eV. The calculation puts the molecular weight at 936.11 g mol⁻¹. The spin multiplicity is 2.

Last column: Löwdin spin population.
Cartesian coordinates (Å):
Ir  -1.6495  0.2989  0.2877  0.104
S  -2.8939  -2.2384  -1.1918  0.002
O  11.2482  -0.1239  0.6025  0.000
O  -2.0189  1.9131  -0.8934  0.071
O  -2.2217  -1.4529  1.3408  0.077
N  4.8615  0.2573  1.6690  0.000
N  -3.1287  2.5808  1.0257  0.163
N  -2.7256  -0.6348  -1.2579  0.011
N  -0.0732  0.5540  1.6684  0.007
N  4.9543  0.0198  -0.5373  0.000
N  0.0899  0.1266  -0.9768  0.002
N  -2.9238  1.3019  1.4378  0.216
C  -3.7029  -2.8562  -5.1054  0.000
C  -3.8360  -2.4478  -3.7894  0.000
C  -7.1393  -3.2063  0.0993  0.000
C  -2.7975  -1.4764  2.4658  0.068
C  -5.3441  -1.6198  -0.1195  0.000
C  9.1981  0.0570  1.8750  0.000
C  7.1203  0.0464  0.6352  0.000
C  -0.1747  0.6770  2.9781  0.000
C  5.6702  0.1042  0.5685  0.000
C  -2.8405  -2.7845  -2.8815  0.000
C  -1.7259  -3.5222  -3.2554  0.000
C  1.2504  0.1686  -0.2918  0.000
C  0.0970  0.0691  -2.2886  0.001
C  1.2885  0.0003  -3.0208  0.000
C  -5.0743  -3.8874  -0.9302  0.000
C  7.8502  -0.0773  -0.5542  0.000
C  7.8155  0.1113  1.8379  0.000
C  2.1894  0.5830  3.3020  0.000
C  -2.1009  4.4613  -1.9699  0.012
C  12.0099  -0.0753  1.8032  0.000
C  -2.6757  4.1925  -0.7285  0.006
C  -6.3608  -4.1839  -0.5087  0.000
C  2.3272  0.4171  1.9099  0.001
C  -4.2924  1.9596  3.3628  -0.010
C  3.5640  0.2713  1.2275  0.000
C  -4.5857  -2.6030  -0.7333  0.001
C  2.4820  0.0794  -0.9488  0.000
C  -3.3249  5.2065  -0.0194  0.017
C  -3.3988  -0.3497  3.0908  0.153
C  -2.1792  5.7374  -2.4991  0.001
C  -3.5017  0.9396  2.5978  0.001
C  9.2209  -0.1328  -0.5319  0.000
C  2.4862  -0.0198  -2.3505  0.001
C  -1.6073  -3.9327  -4.5756  0.000
C  -2.9496  -2.8208  3.0971  0.009
C  3.6600  0.1193  -0.1429  0.000
C  -3.3987  6.4784  -0.5552  -0.002
C  9.9134  -0.0654  0.6834  0.000
C  0.9317  0.6972  3.8306  0.001
C  1.1638  0.3918  1.1204  0.001
C  -2.8259  6.7446  -1.7936  0.019
C  -2.5844  2.8480  -0.1651  0.058
C  -2.5913  -3.5965  -5.4950  0.000
C  -6.6332  -1.9287  0.2942  0.000
H  -0.7527  -4.5196  -4.8826  0.000
H  -3.6761  2.8347  3.5688  -0.002
H  -7.2429  -1.1681  0.7631  0.000
H  -2.8841  7.7415  -2.2094  0.001
H  -1.7382  5.9489  -3.4634  0.000
H  9.7953  -0.2283  -1.4431  0.000
H  -5.1382  2.3096  2.7710  -0.002
H  5.1887  0.3435  2.6152  0.000
H  -4.4681  -4.6444  -1.4129  0.000
H  -3.9026  -0.5380  4.0282  0.007
H  7.2947  0.2030  2.7844  0.000
H  -0.8691  0.0583  -2.7742  0.000
H  11.7611  -0.9128  2.4578  0.000
H  -4.6541  1.5357  4.2948  0.000
H  1.2420  -0.0499  -4.0989  0.000
H  3.0588  0.6082  3.9450  0.000
H  -3.3524  -0.1447  -1.8870  0.001
H  -0.9694  -3.7795  -2.5245  0.000
H  -8.1454  -3.4421  0.4181  0.000
H  -2.4996  -3.9215  -6.5226  0.000
H  -3.9030  7.2645  -0.0106  0.000
H  7.3174  -0.1287  -1.4935  0.000
H  13.0484  -0.1506  1.4987  0.000
H  -6.7581  -5.1780  -0.6605  0.000
H  -4.7127  -1.8985  -3.4677  0.000
H  9.7054  0.1092  2.8264  0.000
H  -1.6019  3.6722  -2.5141  0.001
H  -2.4548  -2.8211  4.0715  0.003
H  -1.1659  0.7988  3.3896  0.001
H  -4.4701  -2.6107  -5.8267  0.000
H  0.7675  0.8212  4.8911  0.000
H  11.8526  0.8688  2.3283  0.000
H  -4.9370  -0.6267  0.0295  0.000
H  -3.7700  4.9887  0.9412  0.000
H  3.4318  -0.0907  -2.8708  0.000
H  -2.5065  -3.5842  2.4648  0.000
H  -4.0024  -3.0457  3.2751  0.002



Q:
Entry from OMol25: a molecular structure, C44H37IrN7O3S (ωB97M-V/def2-TZVPD).

Its net charge is +2. The HOMO energy (spin up / spin down) comes out at -11.630 / -11.630 eV. The calculation puts the molecular weight at 936.11 g mol⁻¹. The spin multiplicity is 2.

Last column: Löwdin spin population.
Cartesian coordinates (Å):
Ir  1.4555  0.1642  -0.6943  0.040
S  2.2958  -0.5783  -3.7376  0.002
O  0.5934  -1.6615  -0.8621  0.073
O  -7.2416  3.9424  7.9723  0.000
O  2.5077  1.8836  -0.4699  0.070
N  1.5602  0.5423  -2.7416  0.005
N  1.1286  -0.0112  1.3422  0.005
N  -2.2855  1.4828  4.5896  0.000
N  -3.4373  2.5550  3.0199  0.000
N  -0.2905  1.2703  -0.5060  0.000
N  3.0309  -1.0249  -0.7608  0.230
N  2.7996  -2.3285  -0.8411  0.205
C  -3.3863  2.2524  4.3032  0.000
C  1.4745  -3.0763  -4.2710  0.001
C  1.4374  1.6591  -6.9894  0.000
C  -0.9467  1.9054  -1.4613  0.000
C  -5.1413  2.8019  7.5886  0.000
C  -0.3186  -1.4802  -3.9024  0.000
C  -4.3596  2.6680  5.3034  0.000
C  0.5363  -4.0668  -4.5272  0.000
C  -2.1237  2.6160  -1.2060  0.000
C  1.3199  1.0534  -5.7510  0.000
C  -0.4049  0.5846  3.1110  0.000
C  2.5838  1.4689  -7.7550  0.000
C  -0.0002  0.6128  1.7652  0.000
C  1.5280  -6.3146  -1.2667  -0.002
C  -1.6034  1.2877  3.4156  0.000
C  -1.9356  1.9944  1.0959  0.000
C  1.0305  -1.7961  -3.9734  0.001
C  5.4029  -1.6289  -0.8777  -0.010
C  3.6230  0.6791  -7.2874  0.000
C  -6.2696  3.5010  7.1607  0.000
C  -2.3445  1.9661  2.4662  0.000
C  1.0347  -3.9807  -0.9707  0.006
C  -1.2427  -2.4800  -4.1487  0.001
C  -7.1277  3.6877  9.3678  0.000
C  1.5380  -0.7514  3.5635  0.000
C  -0.7617  -5.5729  -1.0847  0.000
C  0.1669  -6.5951  -1.2468  0.022
C  4.4354  3.2032  -0.2663  0.010
C  -4.2007  2.3945  6.6572  0.000
C  3.5234  0.0717  -6.0437  0.000
C  -5.4961  3.3731  4.8876  0.000
C  2.3708  0.2669  -5.2962  0.000
C  4.6203  0.7345  -0.6186  0.150
C  3.7679  1.8800  -0.4575  0.075
C  -0.8153  -3.7664  -4.4666  0.000
C  1.9666  -5.0101  -1.1255  0.019
C  -0.3321  -4.2662  -0.9492  0.015
C  -6.4367  3.7832  5.7997  0.000
C  1.8756  -0.6734  2.2109  0.000
C  0.4043  -0.1253  4.0152  0.000
C  -2.6248  2.6610  0.0708  0.000
C  -0.7649  1.3091  0.7662  0.000
C  1.4692  -2.5911  -0.8723  0.072
C  4.3231  -0.6046  -0.7517  0.000
H  0.4319  1.1860  -5.1478  0.000
H  -7.3189  4.3274  5.4921  0.000
H  -2.6220  3.1202  -2.0213  0.000
H  -2.3004  -2.2587  -4.0997  0.000
H  5.2463  -2.2360  -1.7693  -0.002
H  5.0698  3.4269  -1.1262  0.003
H  6.3779  -1.1525  -0.9241  0.000
H  -6.2341  4.1607  9.7795  0.000
H  0.6324  2.2760  -7.3646  0.000
H  2.1005  1.3970  -2.8852  0.000
H  5.0875  3.1664  0.6081  0.003
H  -8.0103  4.1253  9.8221  0.000
H  -0.5171  1.8382  -2.4520  0.000
H  -1.0429  -3.4598  -0.8319  0.001
H  5.3764  -2.3118  -0.0273  -0.002
H  2.5348  -3.2977  -4.3030  0.000
H  0.8638  -5.0703  -4.7626  0.000
H  -3.5328  3.1983  0.3102  0.000
H  -1.8188  -5.8005  -1.0628  0.000
H  5.6746  0.9767  -0.6130  0.007
H  -3.3305  1.8626  7.0250  0.000
H  4.5123  0.5376  -7.8857  0.000
H  0.1371  -0.1807  5.0625  0.000
H  3.0226  -4.7796  -1.1385  0.000
H  3.6943  3.9869  -0.1416  0.000
H  -0.6322  -0.4783  -3.6430  0.000
H  -2.0536  1.1196  5.4974  0.000
H  4.3296  -0.5426  -5.6624  0.000
H  -7.1088  2.6149  9.5689  0.000
H  -1.5461  -4.5396  -4.6629  0.000
H  -4.9878  2.5770  8.6330  0.000
H  2.6644  1.9425  -8.7241  0.000
H  -5.6243  3.5907  3.8365  0.000
H  2.2446  -7.1154  -1.3873  -0.001
H  -0.1722  -7.6173  -1.3526  0.001
H  2.7625  -1.1574  1.8257  0.000
H  2.1773  -1.3051  4.2357  0.000



Which of them is most stable? Easy: Q.



P:
Entry from OMol25: a single C5H7N3 molecule (ωB97M-V/def2-TZVPD).

As for the SMILES: C=C[C@@H](C#N)NN=C. The HOMO energy comes out at -9.389 eV. The calculation puts the molecular weight at 109.13 g mol⁻¹.

Last column: Löwdin charge in e.
Cartesian coordinates (Å):
N  -2.2622  0.4751  2.0552  0.142
N  0.4549  0.4294  -1.7233  -0.078
N  -0.0651  1.0465  -0.6485  -0.103
C  0.5283  -0.6872  0.8776  -0.189
C  1.7717  0.5795  -1.7159  0.004
C  -0.5961  -0.1201  0.0519  -0.364
C  -1.6496  0.2629  1.0775  -0.152
C  1.0657  -1.8247  0.4876  0.009
H  0.4630  -2.3342  -0.3105  0.086
H  -0.7996  1.6888  -0.7709  0.106
H  2.3267  0.1694  -2.5638  0.055
H  1.9238  -2.2372  0.9219  0.042
H  -0.8938  -0.9113  -0.7653  0.165
H  2.5527  0.8923  -0.8590  0.127
H  0.8139  -0.1869  1.8910  0.152



Q:
Entry from OMol25: a single C5H7N3 molecule (ωB97M-V/def2-TZVPD).

As for the SMILES: [H]/N=C\n1cccc1N. The HOMO energy comes out at -9.143 eV. The calculation puts the molecular weight at 109.13 g mol⁻¹.

Last column: Löwdin charge in e.
Cartesian coordinates (Å):
N  0.2987  1.9883  -0.0327  0.101
N  0.2175  -0.4077  -0.3213  0.025
N  2.5622  -0.1761  -0.0116  0.100
C  -0.4648  0.7336  0.0695  -0.410
C  -1.7123  0.5856  0.0188  -0.076
C  -1.8961  -0.8211  -0.0507  -0.136
C  1.5219  -0.8808  0.1320  -0.219
C  -0.8053  -1.4636  -0.0048  -0.061
H  -2.4813  1.4304  0.0699  0.151
H  0.5105  2.0934  1.0635  0.158
H  -0.3543  -2.3501  0.0136  0.067
H  1.8261  -1.9103  0.5157  0.136
H  -0.3837  2.5477  -0.3457  0.003
H  -2.8500  -1.3024  0.5184  0.161
H  2.3234  0.7384  -0.2647  -0.001



Which of them is most stable? Easy: Q.



P:
Entry from OMol25: 2 unconnected molecules or ions with the total composition CH7N2O (ωB97M-V/def2-TZVPD).

Its net charge is +1. The HOMO energy comes out at -15.810 eV. The calculation puts the molecular weight at 63.08 g mol⁻¹.

Last column: Löwdin charge in e.
Cartesian coordinates (Å):
O  2.1388  -0.4887  -0.7268  -0.035
N  -0.0646  0.3325  0.8022  0.197
N  -2.2141  0.7468  0.0894  0.180
C  -1.2770  -0.0668  -0.0437  -0.144
H  2.0149  -0.8295  -1.6054  0.060
H  -3.1053  0.7333  -0.4073  0.105
H  0.0755  1.3750  0.6468  0.196
H  0.8104  -0.1257  0.4585  0.102
H  3.0010  -0.8720  -0.4826  0.090
H  -1.0978  -0.9418  -0.4965  0.094
H  -0.2817  0.1369  1.7655  0.155



Q:
Entry from OMol25: 2 unconnected molecules or ions with the total composition CH7N2O (ωB97M-V/def2-TZVPD).

Its net charge is +1. The HOMO energy comes out at -14.650 eV. The calculation puts the molecular weight at 63.08 g mol⁻¹.

Last column: Löwdin charge in e.
Cartesian coordinates (Å):
O  0.9603  2.2916  1.9865  -0.123
N  -1.3465  -1.6430  -1.1181  0.186
N  0.6151  -0.4883  -0.7002  0.203
C  -0.7393  -0.5343  -0.8377  -0.131
H  1.8589  2.7048  1.8703  0.058
H  1.1249  -1.2871  -0.4038  0.124
H  -1.3319  0.4174  -0.8307  0.181
H  -0.8205  -2.3710  -1.5539  0.134
H  -2.1268  -2.0101  -0.6123  0.145
H  1.1104  0.4245  -0.7310  0.154
H  0.6956  2.4955  2.9309  0.070



Which of them is most stable? Easy: Q.